{
  "formula": "C28H42FIN5O3SbTi",
  "method": "wB97M-V/def2-TZVPD",
  "symbols": ["H", "H", "C", "C", "H", "H", "C", "C", "H", "C", "H", "C", "H", "H", "C", "C", "H", "H", "C", "C", "H", "H", "H", "H", "C", "C", "N", "O", "H", "H", "H", "H", "N", "H", "H", "C", "C", "C", "C", "H", "Ti", "O", "F", "H", "H", "I", "H", "C", "N", "H", "H", "C", "H", "N", "H", "C", "H", "H", "H", "H", "H", "H", "Sb", "O", "C", "H", "H", "C", "H", "C", "C", "C", "H", "N", "C", "H", "C", "C", "H", "C", "H", "H"],
  "positions_angstrom": [[-3.825, -0.788, -4.402], [6.599, 3.024, 0.914], [-2.089, -0.696, 0.017], [5.803, 3.756, 1.059], [3.675, -1.133, -1.225], [6.055, 4.334, 1.950], [-7.392, -4.059, 0.716], [-4.574, -1.773, 0.822], [-8.188, -4.975, 2.422], [-2.188, -1.446, 1.210], [-8.608, -3.402, 2.280], [0.478, 1.028, -2.207], [5.394, 0.153, 0.209], [3.533, 1.674, 2.688], [4.575, -0.615, -1.640], [-0.849, -0.145, -0.421], [2.990, 3.008, -2.772], [6.405, 1.210, -2.487], [-3.381, -1.967, 1.575], [-0.814, 0.509, -1.650], [3.693, 3.847, 1.449], [-5.941, -4.424, 3.000], [-7.634, -1.942, 0.372], [7.218, 0.061, -1.437], [-1.987, 0.719, -2.341], [-6.187, -2.298, 2.646], [-3.161, 0.250, -1.925], [0.604, 2.113, -2.684], [-6.467, -2.751, -0.673], [-4.134, 1.447, -3.306], [-1.312, -1.639, 1.812], [4.478, -2.198, 0.800], [-5.757, -2.347, 1.259], [3.540, 5.238, -0.740], [5.811, 4.446, 0.215], [-4.480, -1.039, -0.342], [-4.359, 0.527, -2.772], [5.205, 0.511, -0.808], [3.965, -2.258, 2.968], [-7.104, -3.639, 4.101], [2.057, -0.150, -0.371], [0.244, -0.252, 0.288], [-3.469, -2.723, 2.680], [5.240, 1.354, 2.352], [5.694, 4.252, -1.986], [5.284, -3.575, 3.803], [-4.842, -1.551, -3.178], [-4.655, -0.621, -3.716], [2.349, -0.796, 2.673], [5.427, 2.995, -3.199], [1.580, -0.159, 2.801], [2.965, -1.536, 3.601], [-6.987, -1.550, 2.750], [2.897, -0.973, 1.449], [-5.537, -0.386, -4.310], [-3.245, -0.501, -0.761], [-6.632, -4.834, 0.635], [-1.994, 1.290, -3.261], [-5.371, -0.861, -0.922], [2.738, 5.425, -2.290], [4.287, -0.276, -2.635], [7.020, 1.735, -0.922], [3.737, 2.059, -0.455], [1.467, 0.091, -2.114], [4.496, 2.144, 2.480], [-5.184, 0.759, -2.104], [1.959, 4.490, -1.023], [3.873, -1.877, 1.634], [4.779, 2.709, 3.370], [4.969, 3.842, -2.690], [-6.703, -3.652, 3.089], [3.638, 3.485, -2.036], [2.663, -1.497, 4.635], [-7.828, -4.055, 2.163], [6.534, 0.913, -1.446], [-8.258, -4.327, 0.114], [-6.831, -2.692, 0.351], [2.925, 4.721, -1.479], [5.271, -1.450, -1.753], [4.451, 3.079, 1.274], [-5.381, -1.983, 3.303], [4.786, 4.611, -3.444]],
  "de_lowest_kj_mol": 54.40,
  "spin_multiplicity": 2,
  "gap_ev": [7.41, 7.37],
  "energy_ha": -3078.11230,
  "homo_ev": [-15.29, -15.29],
  "s2": 0.755,
  "charge": 3
}

{
  "formula": "C28H42MnN2O4S3Sb",
  "method": "wB97M-V/def2-TZVPD",
  "symbols": ["C", "S", "H", "C", "C", "O", "Sb", "H", "C", "C", "H", "N", "C", "S", "N", "H", "H", "H", "C", "H", "H", "H", "H", "H", "Mn", "C", "C", "H", "H", "C", "H", "C", "H", "C", "H", "H", "H", "H", "H", "H", "S", "H", "O", "C", "C", "C", "H", "H", "C", "H", "O", "C", "C", "H", "H", "H", "H", "C", "H", "H", "C", "C", "H", "C", "H", "C", "C", "H", "H", "H", "H", "O", "C", "H", "C", "H", "H", "C", "H", "C", "H"],
  "positions_angstrom": [[-1.215, -2.596, -1.584], [2.205, 1.939, 2.762], [4.161, 0.501, -1.222], [-0.194, -4.420, 2.010], [-5.636, 2.829, -1.975], [-5.664, 2.958, -3.212], [1.502, 0.120, -1.167], [4.533, 4.862, 2.970], [3.778, 4.252, 2.468], [2.012, 4.522, 0.243], [-1.837, -3.157, 3.722], [-0.605, -2.297, 0.687], [-2.366, 0.861, -1.876], [2.687, 5.448, 1.662], [-2.127, 0.718, -0.569], [1.552, -2.322, 2.381], [1.356, -1.804, -3.078], [-2.625, -3.305, 2.140], [3.441, 0.623, -0.413], [-0.801, -4.951, 1.275], [-0.432, -4.821, 2.997], [0.522, 2.403, 4.403], [3.449, 1.654, -0.064], [-1.181, 3.536, 3.095], [-0.716, -0.365, 0.346], [-3.479, 1.524, -2.352], [1.339, 1.813, -2.477], [-2.042, -1.924, -1.382], [2.790, -0.770, -3.352], [0.520, 2.264, 3.320], [0.349, 4.368, 2.801], [-3.016, 1.222, 0.312], [1.383, -4.119, -0.030], [-4.392, 2.057, -1.451], [-3.665, 1.653, -3.409], [-1.643, -3.042, -4.934], [0.619, -2.603, 3.864], [0.071, -4.491, -4.073], [0.304, 1.969, -2.783], [3.892, 2.918, 4.143], [-0.416, 3.198, 0.864], [0.115, 5.524, 0.589], [-3.301, 1.532, 2.654], [-0.501, -2.917, 2.018], [3.120, 3.331, 3.490], [-1.867, -2.756, 2.704], [2.821, -5.138, -1.774], [4.305, 3.677, 1.704], [0.801, -4.431, -2.051], [3.708, -0.026, 0.420], [-1.544, 0.346, 1.946], [1.909, -5.422, -2.303], [-4.150, 1.891, -0.091], [1.961, 1.671, -3.360], [2.810, -2.035, -2.101], [-0.028, 1.342, 3.116], [1.678, 2.703, -1.946], [0.486, 4.594, 0.156], [-2.149, -1.637, -3.983], [2.333, 3.487, 0.343], [-0.060, -4.065, -3.084], [-2.007, -2.719, -3.958], [0.177, 4.599, -0.891], [0.655, -3.870, -0.791], [2.140, -5.495, -3.366], [-0.190, 3.433, 2.650], [-1.061, -3.126, -2.859], [-2.993, -3.164, -3.804], [2.456, 4.940, -0.662], [-1.629, 0.425, -2.543], [1.628, -6.419, -1.955], [-6.404, 3.227, -1.086], [-0.385, -2.963, -0.500], [-2.153, -1.709, 2.753], [0.570, -2.202, 2.847], [0.344, -1.136, 2.921], [0.855, -4.644, 1.819], [2.191, -1.293, -2.604], [-4.847, 2.291, 0.632], [-2.643, 1.029, 1.770], [2.433, 3.899, 4.119]],
  "spin_multiplicity": 2,
  "gap_ev": [6.77, 6.76],
  "energy_ha": -4088.47945,
  "homo_ev": [-4.87, -4.87],
  "s2": 0.797,
  "charge": -1
}

{
  "formula": "C28H42N2O36S8",
  "method": "wB97M-V/def2-TZVPD",
  "symbols": ["H", "H", "O", "H", "O", "O", "S", "C", "H", "H", "H", "N", "O", "O", "H", "C", "O", "O", "S", "H", "S", "O", "O", "H", "C", "H", "S", "H", "H", "O", "C", "H", "O", "C", "C", "O", "H", "H", "O", "O", "H", "N", "S", "C", "H", "H", "C", "O", "H", "C", "H", "H", "C", "C", "S", "H", "O", "O", "H", "S", "O", "H", "C", "H", "H", "O", "C", "H", "C", "H", "C", "H", "O", "O", "O", "C", "C", "O", "C", "C", "S", "H", "O", "O", "O", "H", "C", "O", "H", "C", "H", "O", "O", "C", "C", "O", "O", "H", "O", "H", "H", "O", "H", "H", "C", "C", "C", "H", "H", "C", "O", "C", "O", "H", "O", "H"],
  "positions_angstrom": [[-3.815, -4.800, -4.341], [-0.652, 3.345, -6.304], [1.952, 7.520, -1.763], [-0.980, -1.229, 8.806], [4.496, -3.861, 0.773], [-10.479, -0.243, 1.020], [-3.536, 0.113, 8.060], [5.775, -3.906, -1.142], [2.522, 5.753, -7.805], [6.542, -4.627, -0.860], [2.243, 1.776, -9.051], [-0.263, 1.173, -8.005], [6.708, -3.283, 1.912], [-9.583, 1.992, 2.091], [-2.399, -4.688, -6.578], [2.334, 3.808, -8.702], [0.413, -0.650, 0.446], [3.139, 9.669, -2.483], [5.651, -2.748, 1.036], [-10.653, -2.257, 1.519], [-1.195, -6.931, -4.263], [-8.317, -0.128, 2.516], [5.398, 0.211, -4.267], [-3.199, -6.253, -6.198], [-1.217, -7.066, 2.413], [0.415, 5.433, -6.436], [3.262, 8.114, -1.963], [-2.223, -3.905, -4.417], [-0.951, 1.786, 8.184], [-5.296, -6.264, 2.578], [1.970, 4.825, -7.814], [-12.178, -1.561, 0.939], [3.264, 3.676, 6.851], [2.798, 10.517, -1.462], [-2.620, -6.887, 2.415], [-2.240, -0.621, 7.336], [-12.506, -0.365, 2.968], [3.270, 3.927, -9.228], [-4.265, 0.985, 7.117], [0.172, -6.872, -3.752], [4.951, 0.769, -2.384], [-4.670, -6.044, 3.620], [-9.628, 0.537, 2.257], [-1.196, 0.899, 8.768], [4.461, 10.533, -0.073], [-0.052, -0.493, 7.490], [-2.736, -4.865, -4.479], [4.332, 7.355, -2.624], [-0.677, -2.164, 1.633], [-0.424, -6.610, 3.525], [4.667, 2.037, -3.423], [2.922, 10.022, 0.662], [-3.195, -6.210, 3.529], [-0.986, -0.444, 8.050], [3.434, 2.895, 5.661], [3.621, -3.580, -0.997], [5.061, -1.484, 1.350], [-2.585, 0.989, 9.045], [1.331, 3.551, 3.027], [6.727, 0.395, -5.254], [7.619, 1.010, -3.959], [-1.938, 0.454, 1.561], [5.386, 1.233, -3.269], [0.636, -6.812, 3.563], [3.160, 4.899, 2.999], [6.147, -2.691, -0.567], [-1.025, -6.024, 4.645], [7.189, 1.764, -2.077], [3.516, 10.021, -0.252], [6.838, 2.832, -3.461], [0.147, 3.398, -7.029], [3.260, 11.475, -1.701], [7.268, -0.919, -5.691], [-1.132, 0.988, -7.180], [6.403, 1.462, -6.210], [4.398, -4.210, -0.566], [1.689, 2.621, -8.671], [0.066, -1.032, -2.025], [0.822, 4.637, -7.042], [2.896, 4.627, 4.021], [-0.310, -0.118, -0.946], [1.722, 10.649, -1.352], [3.868, 8.645, -0.497], [-1.781, -0.448, -0.349], [-10.710, 0.015, 3.435], [-0.384, -5.882, 5.503], [0.534, 2.428, -7.955], [1.991, 2.625, 4.898], [-11.650, -1.839, 3.572], [-2.409, -5.904, 4.642], [-3.181, -7.018, 1.501], [-0.164, 0.434, -8.988], [-0.057, 1.364, -1.071], [-11.261, -1.353, 1.490], [6.856, 1.799, -3.114], [-1.281, -6.106, -5.739], [-4.338, -0.792, 8.891], [2.852, 5.525, 4.636], [-5.237, -5.819, 4.704], [0.832, 4.209, 4.598], [-0.777, -7.512, 1.533], [-2.153, -5.769, -3.512], [-0.639, 1.063, 9.690], [-2.858, -5.584, 5.571], [-11.602, -0.971, 2.915], [-1.824, -0.523, 1.091], [-0.529, -1.094, 1.487], [5.643, -3.910, -2.224], [-2.724, -1.001, 1.479], [-2.493, -5.498, -5.855], [-1.879, -8.187, -4.583], [1.657, 3.761, 4.046], [4.175, 1.633, 5.753], [-0.301, -0.660, 2.460], [3.875, 3.785, 4.372], [4.081, -5.244, -0.698]],
  "de_lowest_kj_mol": 0.00,
  "gap_ev": 9.15,
  "energy_ha": -7095.16991,
  "homo_ev": -9.91
}

{
  "formula": "C28H42N4O4S",
  "method": "wB97M-V/def2-TZVPD",
  "symbols": ["C", "H", "H", "C", "H", "H", "O", "C", "H", "C", "C", "H", "N", "H", "C", "H", "O", "C", "H", "H", "H", "H", "H", "O", "H", "C", "C", "C", "H", "H", "N", "H", "C", "H", "C", "S", "H", "H", "H", "C", "H", "O", "C", "H", "H", "H", "C", "H", "H", "C", "H", "H", "H", "H", "H", "C", "C", "C", "C", "C", "H", "H", "H", "H", "H", "H", "C", "C", "C", "C", "H", "C", "N", "H", "H", "H", "N", "C", "C"],
  "positions_angstrom": [[-0.983, 0.500, -0.534], [-2.838, -3.532, -4.117], [3.212, -1.139, 0.800], [-2.154, 1.202, -0.426], [-4.926, 4.416, 4.683], [6.664, -0.111, 1.837], [1.341, -0.996, -0.749], [6.454, 0.003, 0.771], [-3.245, -0.593, -4.877], [-3.201, -0.240, -2.027], [-0.892, -0.602, -1.390], [-7.298, 4.159, 1.783], [-3.282, 1.928, 1.854], [6.948, 0.913, 0.426], [4.286, -1.207, 0.982], [-0.112, 0.794, 0.032], [1.489, -4.252, -3.430], [-3.010, -2.488, -3.848], [3.028, -3.288, 0.522], [4.414, -4.109, 1.256], [4.810, 2.213, 1.027], [6.599, -3.321, -0.136], [-3.215, 4.656, 2.160], [-1.014, 2.953, 1.184], [-6.811, 3.382, 3.292], [6.238, -2.466, 0.441], [-3.094, -1.642, -5.116], [-2.493, 1.056, 2.696], [3.277, 1.348, 1.147], [4.446, -1.366, 2.065], [-1.911, -2.063, -3.000], [-1.793, 1.611, 3.329], [1.589, -3.279, -2.696], [6.441, -2.668, 1.511], [-4.219, 2.805, 2.555], [-2.307, 2.614, 0.665], [-4.568, 2.242, 3.431], [3.881, -4.324, -3.013], [-2.720, 3.889, 3.670], [3.948, -3.643, -2.161], [6.839, -1.057, -1.058], [-3.039, 3.627, -0.038], [-5.807, 5.245, 2.902], [-4.075, -0.496, -2.603], [5.169, -4.905, -0.931], [4.502, 1.151, 2.402], [-2.014, -0.982, -2.155], [4.750, 0.248, -0.507], [-3.158, 0.460, 3.319], [-0.731, -2.703, -3.112], [2.691, -2.101, -1.465], [-4.138, 5.889, 4.109], [-1.920, 0.392, 2.051], [-6.539, 5.839, 3.453], [-5.087, 3.636, 0.781], [-6.445, 3.942, 2.428], [-4.600, 4.954, 3.788], [4.944, 0.107, 0.561], [-3.578, 4.110, 3.031], [4.079, -3.543, 0.368], [4.774, -2.944, -2.306], [-3.921, -1.983, -5.733], [8.055, -1.337, 0.198], [-0.686, -3.533, -3.806], [-5.874, 2.155, 1.347], [-3.944, -2.440, -3.285], [0.393, -1.320, -1.462], [4.346, 1.278, 1.332], [-3.268, 0.832, -1.170], [-5.426, 3.099, 1.665], [3.441, -5.235, -0.791], [4.184, -4.440, -0.872], [2.724, -2.886, -2.108], [-4.169, 1.414, -1.068], [-2.174, -1.735, -5.687], [-5.484, 5.822, 2.034], [4.818, -2.307, 0.198], [0.400, -2.404, -2.420], [6.987, -1.208, 0.013]],
  "de_lowest_kj_mol": 16.89,
  "gap_ev": 8.27,
  "energy_ha": -2010.37231,
  "homo_ev": -8.33
}

{
  "formula": "C28H42NO9P2V",
  "method": "wB97M-V/def2-TZVPD",
  "symbols": ["P", "H", "O", "H", "H", "H", "H", "C", "H", "H", "H", "O", "C", "P", "H", "H", "H", "H", "C", "C", "H", "H", "C", "H", "H", "H", "H", "O", "H", "O", "H", "C", "C", "H", "C", "O", "H", "H", "O", "H", "H", "H", "H", "H", "C", "C", "C", "O", "H", "H", "H", "C", "C", "C", "O", "C", "C", "C", "O", "H", "H", "C", "H", "H", "C", "C", "N", "C", "H", "C", "C", "H", "C", "V", "C", "C", "H", "C", "H", "C", "H", "H", "H"],
  "positions_angstrom": [[-3.982, 1.179, -2.896], [1.422, -1.866, -0.191], [-3.360, 3.147, -0.870], [4.900, -3.150, -0.950], [-3.452, 3.301, -1.843], [2.838, 0.752, -5.529], [-1.519, -3.208, 4.101], [3.911, -2.808, -3.442], [-0.650, -1.747, 6.001], [0.415, 3.585, 3.789], [1.007, -1.132, 5.956], [-5.082, 1.542, -1.753], [2.439, -3.973, -1.824], [-4.566, 2.120, -0.331], [-1.262, 1.566, -4.407], [2.531, -1.724, 3.996], [4.685, -1.410, -1.216], [1.629, 1.360, -6.660], [-0.572, 1.165, -5.146], [-1.483, 2.531, 3.897], [1.699, -4.202, -2.592], [4.629, -3.625, -3.343], [-0.507, 0.165, 3.933], [1.923, -3.938, -0.865], [-5.060, -0.544, -3.588], [-3.321, 3.672, 3.987], [-0.998, 4.643, 3.935], [-3.650, 1.057, 0.264], [0.708, -2.856, 6.198], [-2.952, 0.301, -2.197], [2.316, 2.685, -3.966], [1.931, -0.720, -3.331], [0.419, -2.221, 4.160], [1.962, -2.808, 2.729], [1.031, 0.333, -3.404], [-3.525, 2.450, -3.504], [3.672, -2.255, -0.048], [1.535, -0.308, -6.095], [-5.663, 2.691, 0.439], [2.528, -0.935, -4.204], [3.164, -4.790, -1.787], [-0.409, 2.285, 5.788], [-0.162, -4.301, 4.427], [-3.572, 1.931, 3.788], [-0.621, 3.728, 3.471], [-2.945, 2.773, 3.492], [1.323, -1.267, -1.084], [-0.575, 1.617, -2.140], [-0.443, -3.690, 2.793], [1.204, 3.264, -5.216], [-0.639, 3.854, 2.390], [2.114, -1.514, -2.189], [-0.931, 1.184, 1.811], [0.261, 0.610, -2.252], [-4.807, 0.315, -3.942], [0.367, -0.251, -1.127], [1.869, -2.566, 3.789], [-1.428, 2.430, 5.423], [-1.327, 2.131, 0.986], [-0.535, 0.223, 5.010], [-3.041, 2.899, 2.416], [0.882, 1.198, -4.652], [2.216, -3.430, 4.362], [3.244, -3.047, -4.272], [-0.480, -3.428, 3.850], [1.778, 0.713, -5.793], [-0.542, 0.095, -0.171], [-0.963, 1.269, 3.217], [-1.807, 3.359, 5.854], [1.282, 2.644, -4.319], [-0.032, -1.096, 1.957], [0.635, 3.060, -3.551], [-0.045, -1.015, 3.344], [-1.911, 1.354, -0.711], [4.161, -2.347, -1.018], [3.144, -2.643, -2.130], [4.468, -1.905, -3.701], [0.365, -1.966, 5.665], [-2.050, 1.615, 5.799], [-0.470, -0.012, 1.214], [0.264, -2.008, 1.462], [-0.664, 1.767, -6.054], [-0.869, 0.142, -5.387]],
  "de_lowest_kj_mol": 5.74,
  "spin_multiplicity": 2,
  "gap_ev": [7.25, 6.46],
  "energy_ha": -3451.29543,
  "homo_ev": [-4.95, -5.07],
  "s2": 0.932,
  "charge": -1
}